P:
A single C18H21ClN2O4 molecule, computed with ωB97M-V/def2-TZVPD.

Last columns: bonded neighbours and bond lengths (Å).
Cartesian coordinates (Å):
1 C -4.91234 -3.77797 0.19538  C2 1.517, H26 1.087, H27 1.087, H28 1.086
2 C -4.27776 -2.49619 -0.30903  C1 1.517, O3 1.427, H29 1.096, H30 1.096
3 O -2.87598 -2.56023 -0.05198  C2 1.427, C4 1.336
4 C -2.14098 -1.54333 -0.51175  O3 1.336, O5 1.222, C6 1.463
5 O -2.64849 -0.60321 -1.10572  C4 1.222
6 C -0.71460 -1.68398 -0.21708  C4 1.463, C7 1.412, C18 1.410
7 C -0.25588 -2.81450 0.49341  C6 1.412, N8 1.298, H31 1.081
8 N 0.96788 -2.99959 0.88428  C7 1.298, C9 1.352
9 C 1.90002 -2.09869 0.50017  N8 1.352, C10 1.408, C17 1.418
10 C 3.23924 -2.35034 0.85489  C9 1.408, C11 1.366, H32 1.077
11 C 4.23866 -1.53276 0.41022  C10 1.366, Cl12 1.721, C13 1.417
12 Cl 5.87830 -1.83599 0.83536  C11 1.721
13 C 3.96235 -0.44009 -0.44856  C11 1.417, O14 1.356, C16 1.376
14 O 5.04108 0.25123 -0.89255  C13 1.356, C15 1.407
15 C 4.83547 1.33739 -1.76251  O14 1.407, H33 1.089, H34 1.095, H35 1.095
16 C 2.65296 -0.16576 -0.77076  C13 1.376, C17 1.409, H36 1.076
17 C 1.59369 -0.94758 -0.26977  C9 1.418, C16 1.409, C18 1.434
18 C 0.21396 -0.67713 -0.55333  C6 1.410, C17 1.434, N19 1.353
19 N -0.18994 0.46057 -1.16518  C18 1.353, C20 1.443, H37 1.021
20 C 0.29728 1.78878 -0.88042  N19 1.443, C21 1.541, H38 1.096, H39 1.092
21 C -0.83211 2.65194 -0.28569  C20 1.541, C22 1.540, O25 1.420, H40 1.098
22 C -1.36616 2.07712 1.03951  C21 1.540, C23 1.528, H41 1.087, H42 1.092
23 C -1.44487 3.30630 1.94423  C22 1.528, C24 1.527, H43 1.087, H44 1.090
24 C -0.30980 4.15974 1.38346  C23 1.527, O25 1.414, H45 1.091, H46 1.100
25 O -0.35126 3.96024 -0.01625  C21 1.420, C24 1.414
26 H -4.73630 -3.88774 1.26202  C1 1.087
27 H -4.48272 -4.63434 -0.31724  C1 1.087
28 H -5.98237 -3.75244 0.01127  C1 1.086
29 H -4.69184 -1.61823 0.20069  C2 1.096
30 H -4.43564 -2.36689 -1.38594  C2 1.096
31 H -0.96641 -3.57902 0.77425  C7 1.081
32 H 3.45187 -3.21282 1.46439  C10 1.077
33 H 5.82725 1.73290 -1.97461  C15 1.089
34 H 4.36513 1.01880 -2.69811  C15 1.095
35 H 4.22655 2.11790 -1.29484  C15 1.095
36 H 2.42947 0.62359 -1.46709  C16 1.076
37 H -1.18228 0.43730 -1.40262  N19 1.021
38 H 0.65231 2.27395 -1.79727  C20 1.096
39 H 1.11592 1.74943 -0.15843  C20 1.092
40 H -1.63264 2.74605 -1.03109  C21 1.098
41 H -2.32615 1.58403 0.90822  C22 1.087
42 H -0.65722 1.35272 1.44580  C22 1.092
43 H -1.31168 3.07079 2.99710  C23 1.087
44 H -2.39677 3.81977 1.80807  C23 1.090
45 H -0.42605 5.22841 1.56716  C24 1.091
46 H 0.65880 3.82988 1.78795  C24 1.100

Output
Total charge = 0
SMILES = CCOC(=O)c1cnc2cc(Cl)c(OC)cc2c1NC[C@H]1CCCO1
E_LUMO = 0.1 eV
Gap between HOMO and LUMO = 8.1 eV

***

Q:
A single C18H21ClN2O4 molecule, computed with ωB97M-V/def2-TZVPD.

Last columns: bonded neighbours and bond lengths (Å).
Cartesian coordinates (Å):
1 C 4.09430 -0.45501 -1.94291  C2 1.482, H26 1.088, H27 1.086, H28 1.090
2 C 3.46313 -1.47157 -1.06893  C1 1.482, N3 1.305, C7 1.427
3 N 3.44795 -2.74149 -1.37034  C2 1.305, O4 1.358
4 O 2.82600 -3.40050 -0.35935  N3 1.358, C5 1.338
5 C 2.44868 -2.52510 0.58018  O4 1.338, C6 1.483, C7 1.372
6 C 1.75156 -3.03165 1.78712  C5 1.483, H29 1.089, H30 1.088, H31 1.086
7 C 2.83076 -1.26517 0.19385  C2 1.427, C5 1.372, C8 1.489
8 C 2.58449 0.02499 0.89443  C7 1.489, O9 1.437, H32 1.093, H33 1.094
9 O 1.26908 0.52028 0.59323  C8 1.437, C10 1.334
10 C 1.15650 1.47400 -0.33306  O9 1.334, O11 1.203, C12 1.519
11 O 2.08856 1.98076 -0.89976  C10 1.203
12 C -0.29216 1.87426 -0.55429  C10 1.519, N13 1.444, C23 1.551, H34 1.097
13 N -1.18431 0.78796 -0.22403  C12 1.444, C14 1.351, H35 1.008
14 C -2.24567 0.47857 -1.00137  N13 1.351, O15 1.213, C16 1.500
15 O -2.61403 1.16273 -1.93235  C14 1.213
16 C -2.97034 -0.76568 -0.57998  C14 1.500, C17 1.391, C21 1.392
17 C -4.34880 -0.70039 -0.40573  C16 1.391, C18 1.382, H36 1.079
18 C -5.07143 -1.82038 -0.03920  C17 1.382, C19 1.385, H37 1.079
19 C -4.42213 -3.03079 0.13991  C18 1.385, C20 1.384, H38 1.079
20 C -3.05547 -3.12300 -0.05693  C19 1.384, C21 1.386, H39 1.079
21 C -2.33595 -1.99375 -0.41409  C16 1.392, C20 1.386, Cl22 1.738
22 Cl -0.63085 -2.15673 -0.70841  C21 1.738
23 C -0.63026 3.15912 0.24678  C12 1.551, C24 1.526, C25 1.525, H40 1.095
24 C -0.26076 3.01534 1.72078  C23 1.526, H41 1.088, H42 1.088, H43 1.088
25 C 0.05478 4.37030 -0.37670  C23 1.525, H44 1.087, H45 1.087, H46 1.087
26 H 3.46672 0.43080 -2.01631  C1 1.088
27 H 4.26062 -0.87565 -2.92971  C1 1.086
28 H 5.05430 -0.15588 -1.52228  C1 1.090
29 H 0.69833 -2.75619 1.75706  C6 1.089
30 H 2.19374 -2.60501 2.68516  C6 1.088
31 H 1.83166 -4.11462 1.81929  C6 1.086
32 H 2.60327 -0.11094 1.97877  C8 1.093
33 H 3.32074 0.77451 0.58908  C8 1.094
34 H -0.43098 2.09909 -1.61905  C12 1.097
35 H -0.89690 0.16818 0.51652  N13 1.008
36 H -4.83927 0.24734 -0.56746  C17 1.079
37 H -6.13938 -1.75181 0.09905  C18 1.079
38 H -4.97946 -3.91112 0.42147  C19 1.079
39 H -2.54489 -4.06635 0.05782  C20 1.079
40 H -1.71528 3.28453 0.16509  C23 1.095
41 H -0.69518 2.11344 2.14617  C24 1.088
42 H -0.63266 3.87011 2.28103  C24 1.088
43 H 0.81958 2.97466 1.84434  C24 1.088
44 H -0.29772 4.52572 -1.39304  C25 1.087
45 H -0.16316 5.26309 0.20440  C25 1.087
46 H 1.13226 4.22903 -0.40624  C25 1.087

Output
Total charge = 0
SMILES = Cc1noc(C)c1COC(=O)[C@@H](NC(=O)c1ccccc1Cl)C(C)C
E_LUMO = 0.6 eV
Gap between HOMO and LUMO = 10.0 eV

***

In terms of stability, P leads; the second structure lies 14.8 kJ/mol higher.